No. 1
Molecular formula: C2H12NO3
Method: DFT, ωB97M-V with the def2-TZVPD basis set

Last column: natural (NBO) charge in e.
Geometry (Å):
C -1.1006 -1.0859 -1.4372  -0.09
O -0.8085 -0.1376 -2.4301  -0.74
C -1.1100 -0.2870 -0.1594  -0.23
N 0.2818 0.2149 0.0989  -0.71
H -2.1254 -1.4680 -1.6025  0.21
H -0.3212 -1.8368 -1.2221  0.18
H -0.8212 -0.5346 -3.3078  0.50
H -1.4557 -0.8573 0.7595  0.25
H -1.6323 0.6545 -0.3995  0.24
H 1.0828 -0.4143 0.2143  0.46
H 0.5046 0.7716 -0.7689  0.45
H 0.1755 0.8169 0.9149  0.46
H -0.1054 2.7133 2.2149  0.49
H -1.5434 2.9442 1.7296  0.50
O -0.9086 2.2518 1.9459  -0.97
H 3.5096 -1.9203 1.5394  0.51
H 3.4297 -0.5060 0.8686  0.48
O 2.9481 -1.3195 1.0416  -0.98

Forces on the atoms, in the same order (eV/Å):
-0.677 -0.026 0.937
0.678 0.057 -0.306
-0.404 -0.299 0.612
0.321 1.055 -1.333
0.684 -0.443 0.211
-0.382 -0.361 -1.039
0.039 -0.012 0.043
0.212 0.887 -1.285
-0.329 -0.544 0.778
-0.383 -0.710 0.351
-0.125 -0.277 1.125
0.276 0.504 0.054
-0.198 0.197 0.200
-0.002 -0.019 0.038
0.417 -0.229 -0.256
0.142 0.142 -0.009
0.501 -0.248 0.226
-0.770 0.326 -0.347

## Properties
Lowest unoccupied orbital energy = -3.1 eV
Gap between HOMO and LUMO = 11.86 eV
Energy relative to the best compared isomer or geometry (same formula, charge and spin) = 14.3 kcal per mole
Maximum force = 0.0336 hartree/bohr
Total charge = +1

=====

No. 2
Molecular formula: C2H12NO4
Method: DFT, ωB97M-V with the def2-TZVPD basis set

Last column: natural (NBO) charge in e.
Geometry (Å):
C -1.2127 1.5427 0.1944  -0.07
O -2.5851 1.2503 0.4304  -0.78
C -0.2794 0.4346 0.7386  -0.23
N -0.1454 -0.7174 -0.1523  -0.91
H -0.9141 2.4108 0.7913  0.16
H -1.0882 1.6885 -0.8873  0.16
H -0.6673 0.1410 1.7231  0.17
H 0.7197 0.8231 1.0079  0.15
H -1.2373 -1.1009 -0.3819  0.45
H 0.0141 -1.5529 0.4182  0.35
H -2.7574 -0.9591 -1.5026  0.43
H -2.7250 0.3037 0.1380  0.51
O -2.4973 -1.3504 -0.6887  -1.18
H 2.0398 -1.7729 -1.7328  0.45
H 1.0731 -0.7342 -0.8024  0.47
O 2.0486 -0.8943 -1.3845  -1.10
H 3.1204 0.6959 1.1601  0.45
H 3.3299 -0.2806 0.0605  0.51
O 3.7634 0.0721 0.8699  -0.98

Forces on the atoms, in the same order (eV/Å):
0.203 -0.992 0.551
0.187 -0.335 0.098
0.151 -0.124 0.286
-0.289 -0.765 1.138
-0.452 0.366 -0.426
0.480 0.183 0.208
-0.345 0.052 -0.085
-0.126 0.309 -0.459
-0.135 0.845 -1.323
0.540 0.303 0.277
-0.144 0.393 -1.148
0.101 0.311 -0.019
-0.287 -0.463 1.523
-0.134 -0.745 -0.203
0.351 -0.510 -1.164
0.044 1.313 0.951
-0.675 0.792 0.513
0.115 -0.201 0.022
0.414 -0.732 -0.740

## Properties
Lowest unoccupied orbital energy = 3.9 eV
Gap between HOMO and LUMO = 8.42 eV
Energy relative to the best compared isomer or geometry (same formula, charge and spin) = 22.2 kcal per mole
Maximum force = 0.0315 hartree/bohr
Total charge = -1

=====

No. 3
Molecular formula: C2H12NO4
Method: DFT, ωB97M-V with the def2-TZVPD basis set

Last column: natural (NBO) charge in e.
Geometry (Å):
C 1.8290 0.5471 -1.7306  -0.41
N 0.5324 1.1060 -1.3811  -0.69
C -0.6033 0.1615 -1.5418  0.13
O -0.7294 -0.8032 -0.6105  -0.89
H 2.2702 1.0468 -2.6139  0.15
H 1.6679 -0.4993 -2.0000  0.20
H 2.6316 0.6928 -1.0013  0.17
H 0.5234 1.4665 -0.4463  0.35
H -0.5290 -0.2472 -2.5593  0.10
H -1.4574 0.8786 -1.5782  0.09
H -2.9598 1.3463 0.7278  0.47
H -3.1314 0.2172 1.5155  0.48
O -3.6372 1.0026 1.3047  -0.95
H -0.1953 -1.4896 1.9445  0.45
H -0.1247 -0.7186 0.5245  0.50
O 0.0615 -0.5954 1.6278  -1.04
H 1.5287 -0.8766 1.6856  0.50
H 3.0098 -0.5591 1.0982  0.44
O 2.5202 -1.1703 1.6351  -1.04

Forces on the atoms, in the same order (eV/Å):
0.123 0.284 -0.739
0.213 -0.044 -0.546
-0.075 0.986 0.281
0.091 -0.442 -0.321
-0.382 -0.079 -0.076
0.532 -0.137 0.298
-0.360 -0.423 0.450
-0.010 0.008 0.430
0.177 -0.030 -0.259
-0.225 -0.319 0.090
0.125 0.898 -0.697
-0.190 -0.814 0.580
0.206 -0.157 0.045
0.099 0.906 -0.150
-0.829 0.529 -0.022
-0.149 -1.144 0.646
0.964 0.067 -0.349
-0.024 0.413 -0.343
-0.286 -0.501 0.683

## Properties
Lowest unoccupied orbital energy = 4.0 eV
Gap between HOMO and LUMO = 8.28 eV
Energy relative to the best compared isomer or geometry (same formula, charge and spin) = 23.1 kcal per mole
Maximum force = 0.0257 hartree/bohr
Total charge = -1

=====

No. 4
Molecular formula: C2H12O3
Method: DFT, ωB97M-V with the def2-TZVPD basis set

Last column: natural (NBO) charge in e.
Geometry (Å):
C 0.2229 0.9119 -1.3866  -0.61
C -0.8756 -0.0588 -1.8108  -0.62
H 0.8396 1.2236 -2.2287  0.20
H -0.1781 1.8233 -0.9525  0.22
H 0.8314 0.4630 -0.6025  0.19
H -1.5188 0.3351 -2.5966  0.21
H -1.5309 -0.2527 -0.9664  0.21
H -0.4851 -1.0244 -2.1108  0.19
H -1.1459 -1.0810 2.7409  0.48
H -0.4483 -0.9399 1.3432  0.50
O -1.0053 -0.4903 1.9994  -0.98
H 0.9063 -1.7140 -0.3770  0.49
H 1.6643 -2.2066 0.8811  0.48
O 0.7947 -2.1510 0.4726  -0.95
H 0.1811 1.1493 1.5944  0.49
H 0.9989 2.0761 2.4601  0.46
O 0.7490 1.9363 1.5401  -0.96

Forces on the atoms, in the same order (eV/Å):
-0.233 -0.038 -0.166
-0.237 0.295 0.401
0.204 -0.181 0.048
-0.163 0.035 0.043
0.291 0.112 -0.116
0.164 -0.022 -0.154
-0.154 -0.058 0.190
0.131 -0.170 -0.331
0.153 -0.201 -0.094
-0.078 -0.501 0.389
-0.017 0.625 -0.313
0.182 -0.014 -0.081
0.031 0.096 -0.135
-0.210 -0.029 0.106
-0.067 0.217 0.081
0.017 0.107 -0.091
-0.014 -0.272 0.225

## Properties
Lowest unoccupied orbital energy = 0.5 eV
Gap between HOMO and LUMO = 11.54 eV
Energy relative to the best compared isomer or geometry (same formula, charge and spin) = 0.9 kcal per mole
Maximum force = 0.0136 hartree/bohr
SMILES string = CC.O.O.O
Total charge = 0

=====

No. 5
Molecular formula: C2H12O3S2
Method: DFT, ωB97M-V with the def2-TZVPD basis set

Last column: natural (NBO) charge in e.
Geometry (Å):
C -1.2867 -0.0408 1.4688  -0.76
S -1.3125 1.1787 0.1195  0.06
S 0.6137 1.1768 -0.5865  0.11
C 1.4161 2.4110 0.4617  -0.76
H -1.4641 -1.0747 1.1929  0.23
H -0.2991 0.0783 1.9078  0.25
H -1.9825 0.2889 2.2435  0.22
H 0.7068 2.9044 1.1204  0.24
H 2.2580 2.0400 1.0156  0.22
H 1.7966 3.1933 -0.1959  0.22
H 1.5495 -2.0320 0.8490  0.50
H 2.7089 -1.2806 1.5094  0.46
O 1.7518 -1.2702 1.4225  -0.98
H 0.0943 -3.7180 -0.5299  0.47
H 0.2842 -2.3496 -1.0614  0.50
O 0.7804 -3.0422 -0.5911  -0.97
H -1.8461 -1.3885 -2.7008  0.48
H -1.5730 -0.5247 -1.4573  0.48
O -1.4938 -1.4292 -1.8068  -0.98

Forces on the atoms, in the same order (eV/Å):
0.475 0.651 0.582
-0.071 -0.222 -0.151
-0.344 0.011 0.128
0.006 0.887 -0.507
-0.018 0.046 -0.276
0.076 -0.409 0.031
-0.231 -0.068 -0.266
-0.129 -0.258 0.089
0.184 -0.544 0.343
0.028 0.002 -0.065
-0.121 0.185 -0.005
0.007 0.004 0.034
0.158 -0.221 0.080
0.249 -0.164 0.191
0.192 0.144 -0.019
-0.538 0.084 -0.228
0.047 -0.020 -0.001
-0.045 -0.079 0.034
0.076 -0.028 0.006

## Properties
Lowest unoccupied orbital energy = 0.6 eV
Gap between HOMO and LUMO = 9.46 eV
Energy relative to the best compared isomer or geometry (same formula, charge and spin) = 5.4 kcal per mole
Maximum force = 0.0199 hartree/bohr
SMILES string = CSSC.O.O.O
Total charge = 0

=====

No. 6
Molecular formula: C2H12O4
Method: DFT, ωB97M-V with the def2-TZVPD basis set

Last column: natural (NBO) charge in e.
Geometry (Å):
O 8.1955 9.9770 -17.4062  -1.27
H 8.7773 10.5974 -17.8454  0.41
H 7.3266 10.1739 -17.7561  0.43
O 8.0053 6.9810 -15.9138  -0.96
H 8.1574 6.2745 -16.5415  0.45
H 7.9609 7.7728 -16.4498  0.49
O 6.1454 12.6257 -18.6694  -1.21
H 5.5948 12.3770 -17.9269  0.39
H 6.6955 13.3335 -18.3338  0.39
C 11.2289 8.4264 -14.5479  -0.63
C 10.6898 9.5587 -15.3114  -0.12
O 9.3187 9.6948 -14.8896  -0.78
H 12.2536 8.0642 -14.6314  0.19
H 10.6668 7.5184 -14.7663  0.22
H 11.0401 8.7123 -13.5131  0.20
H 10.8025 9.1627 -16.3206  0.16
H 11.2753 10.4741 -15.2256  0.15
H 8.8435 9.9577 -15.6813  0.50

Forces on the atoms, in the same order (eV/Å):
0.343 -1.004 0.658
0.371 0.606 -0.478
-0.756 0.374 -0.256
-0.029 -0.460 0.335
0.000 -0.134 -0.193
0.067 0.620 -0.203
-0.150 -0.211 -0.952
-0.288 -0.244 0.594
0.475 0.369 0.311
0.189 -1.271 2.159
-0.524 -0.561 -1.051
1.594 0.212 -0.103
0.394 0.859 -0.344
-0.482 0.189 0.082
0.198 -0.581 0.449
-0.624 0.844 -0.758
-0.117 0.171 0.148
-0.659 0.222 -0.398

## Properties
Lowest unoccupied orbital energy (alpha / beta) = 3.6 / 3.5 eV
Expectation value of S² = 0.75
Gap between HOMO and LUMO (alpha / beta) = 3.05 / 10.31 eV
Energy relative to the best compared isomer or geometry (same formula, charge and spin) = 5.6 kcal per mole
Maximum force = 0.0489 hartree/bohr
Total charge = -1
Multiplicity = 2